C17H14N2O6 | the ωB97M-V functional and the def2-TZVPD basis

The value obtained for the LUMO energy is -0.024 Ha. For the largest force on an atom, the calculation gives 1.35 eV/Å. As for the orbital gap: 7.7 eV. Its SMILES is O=C(NCc1ccco1)c1ccc(COc2ccccc2[N+](=O)[O-])o1.

Last column: Mulliken charge in e.
Geometry (Å):
H1 -3.276 0.732 2.318  0.303
H2 -4.437 -0.246 1.372  0.421
H3 -1.534 -0.183 0.788  0.231
O1 1.892 -0.826 -0.296  -0.237
C1 3.729 2.241 0.297  -0.316
H4 2.545 -2.549 -1.269  0.403
C2 -1.339 -3.787 -0.504  -0.515
H5 -2.113 -4.497 -0.707  0.527
O2 -3.804 -2.374 0.589  -0.701
H6 6.323 0.105 0.080  0.387
O3 -4.900 1.637 -0.218  -0.349
C3 -3.512 0.335 1.322  -1.106
C4 2.024 -2.231 -0.357  -0.461
C5 0.619 -2.754 -0.349  0.284
H7 -5.681 2.971 -1.589  0.466
C6 -1.500 -2.557 0.080  0.470
O4 -0.306 -1.940 0.178  -0.222
C7 -3.534 3.183 -1.044  -0.559
N1 -2.460 -0.570 0.914  -0.002
H8 2.580 -2.601 0.518  0.421
C8 -4.798 2.683 -1.055  -0.379
O5 1.192 3.035 0.021  -0.611
H9 5.845 2.507 0.415  0.388
H10 3.484 3.281 0.448  0.471
H11 4.509 -1.490 -0.252  0.382
C9 0.040 -3.912 -0.788  -0.915
O6 0.437 1.089 0.496  -0.553
C10 5.302 0.457 0.092  -0.630
C11 5.037 1.806 0.280  -0.669
H12 -1.776 2.487 0.137  0.553
C12 -3.688 1.457 0.349  0.220
C13 2.684 1.337 0.135  -0.092
H13 0.531 -4.742 -1.252  0.486
C14 2.944 -0.032 -0.078  0.893
H14 -3.161 4.012 -1.611  0.416
C15 -2.710 -1.844 0.543  0.197
C16 -2.807 2.384 -0.128  -0.065
N2 1.343 1.846 0.214  0.978
C17 4.276 -0.450 -0.090  -0.515